A molecular structure, C11H32N10O15Zn2 in a non-equilibrium geometry. Source: the Open Molecules 2025 dataset; level of theory: ωB97M-V/def2-TZVPD.

Structure (XYZ):
```
70
Properties=species:S:1:pos:R:3:forces:R:3
Zn -1.89169 1.70257 1.30074 0.71 0.88 0.18
Zn 1.02761 0.43713 1.96775 -0.71 0.10 0.46
C -0.59575 1.69173 3.47978 2.03 3.32 -7.47
O -1.29340 2.72297 3.14814 -0.86 0.12 2.52
O 0.70731 1.78335 3.47199 0.58 -0.26 2.71
O -0.95801 0.65060 2.77073 -1.59 -3.53 0.63
C -0.15358 0.58356 -0.25282 -2.31 -1.24 7.23
O 0.67770 -0.33522 0.08563 0.84 -0.86 -2.55
O 0.03825 1.67596 0.42882 2.25 3.16 -0.76
O -1.44199 0.36952 -0.24381 -0.55 -1.09 -2.78
C -2.43049 4.54204 -0.05303 0.63 0.52 -0.07
O -2.44417 3.34272 0.25179 -0.12 -0.51 0.44
N -1.54263 5.05645 -0.93056 -0.76 -0.31 -0.03
N -3.26915 5.45434 0.50954 -0.43 -0.13 0.01
H -1.64016 6.03214 -1.14558 0.43 0.03 0.03
H -0.67687 4.55683 -1.14170 0.08 0.05 0.06
H -3.91982 5.13079 1.20483 -0.08 -0.19 -0.17
H -3.57954 6.22344 -0.05955 0.08 0.14 0.16
C -2.42573 -2.60686 1.79142 0.90 0.48 3.04
O -2.74277 -3.61752 2.40222 -0.78 -0.22 -0.86
N -3.19134 -1.47676 1.66468 -0.18 -0.21 -0.74
N -1.11097 -2.30722 1.63144 1.17 -0.20 -0.81
H -4.15240 -1.49124 1.94922 -0.11 -0.10 -0.41
H -2.81738 -0.84086 0.97977 -0.60 0.25 -0.07
H -0.43295 -3.02554 1.80838 -0.26 -0.28 -0.19
H -0.74936 -1.51357 1.12598 -0.32 -0.08 -0.16
C -3.87374 0.93737 -2.71147 -0.35 -0.70 -0.32
O -4.84803 1.07242 -3.43117 -0.11 0.31 -0.02
N -3.66542 -0.17867 -1.95535 -0.06 -0.10 0.42
N -2.84761 1.82432 -2.63386 0.99 0.61 0.29
H -2.86680 -0.26236 -1.34041 -0.08 -0.10 -0.29
H -4.35084 -0.90938 -1.98895 -0.02 0.04 -0.11
H -2.15423 1.69304 -1.91443 -0.12 -0.01 0.02
H -2.90464 2.74759 -3.01922 -0.42 -0.09 -0.17
C -0.07482 -4.69957 -1.39121 -0.82 -0.37 0.08
O -0.99929 -4.07222 -1.87247 0.18 0.20 -0.26
N 0.84460 -4.14566 -0.56207 -0.06 0.03 -0.10
N 0.06630 -6.06152 -1.60710 0.29 1.07 0.00
H 0.83211 -3.14122 -0.52481 0.24 0.00 0.24
H 1.52311 -4.71880 -0.09820 0.33 0.39 -0.03
H 0.67889 -6.51166 -0.95039 -0.37 -0.68 -0.14
H -0.81053 -6.44801 -1.91124 0.17 -0.56 0.19
C 1.44630 -1.81910 3.83436 0.20 0.47 -0.58
O 1.51073 -1.37372 2.66796 0.39 0.08 -0.36
N 2.23970 -2.84506 4.20954 -0.63 0.48 0.43
N 0.64910 -1.28987 4.76351 0.30 -0.60 0.57
H 2.17205 -3.09662 5.17893 0.40 -0.62 -0.17
H 2.75568 -3.37109 3.52959 0.12 0.02 0.05
H 0.61522 -1.79457 5.63210 -0.45 0.35 0.14
H -0.05527 -0.60654 4.54035 0.00 -0.01 -0.28
C 1.27727 3.19419 -2.31227 -0.30 -1.35 1.42
C 1.89739 4.13633 -3.30639 0.42 -0.24 -0.02
O 2.85303 3.39449 -4.06984 -0.29 -0.06 -0.07
O 1.02854 3.83045 -1.04964 0.05 0.56 -0.34
H 1.96706 2.36424 -2.11495 0.25 0.16 -0.33
H 0.33684 2.69729 -2.58494 0.08 0.30 -0.74
H 2.44632 4.88535 -2.72972 -0.36 0.31 -0.04
H 1.14245 4.56475 -3.96776 0.04 0.28 0.09
H 3.11805 3.94028 -4.81509 0.05 -0.05 -0.03
H 0.80450 3.12769 -0.41020 -0.03 -0.02 -0.02
C 3.73341 -2.37878 0.16234 1.08 -0.23 0.76
C 3.91203 -1.56464 -1.10105 -0.66 0.70 1.25
O 3.50033 -2.33709 -2.19979 0.02 -0.10 -0.29
O 4.47889 -3.59635 0.11610 -0.24 -0.11 -0.09
H 2.69657 -2.54925 0.46234 -0.15 -0.11 -0.60
H 4.14663 -1.85041 1.03101 0.07 0.34 -0.24
H 4.93890 -1.20269 -1.19923 0.14 -0.34 -0.12
H 3.30777 -0.67069 -0.89442 -0.18 -0.02 -0.61
H 2.94037 -1.83242 -2.79406 0.01 0.05 0.04
H 4.60032 -3.82323 -0.81222 -0.15 -0.12 -0.02
```
Positions in Å, forces in eV/Å.

Summary:
Net charge: 0
Energy relative to the best compared isomer or geometry (same formula, charge and spin): 0.000 eV
Gap between HOMO and LUMO: 8.44 eV
Total energy: -154380.63445 eV
Molar mass: 675.2 g/mol

Atom charges from the Mulliken analysis, given in e for atoms 1 to 2: 0.879, 0.759